The following is a DFT calculation (ωB97M-V/def2-TZVPD) of the molecule C4H7ClN2 in a non-equilibrium geometry.

## Properties
Total energy = -19762.3503 eV
Lowest unoccupied orbital energy = 0.91 eV
Energy above the lowest of the compared OMol25 structures with the same formula, charge and spin = 229.90 kJ/mol
Kohn-Sham gap = 0.363 Eh
HOMO = -8.9758 eV
2S+1 = 1

Cartesian coordinates (Å):
1 C -0.102 -1.718 -0.391
2 N 0.087 -0.307 -0.510
3 C -1.123 0.535 -0.381
4 N -0.785 1.783 0.274
5 C 0.435 1.804 0.534
6 C 1.130 0.416 0.214
7 Cl 1.277 -0.346 1.900
8 H 0.901 -2.099 -0.585
9 H -0.413 -1.947 0.553
10 H -1.007 -1.964 -1.055
11 H -1.864 0.182 0.254
12 H -1.679 0.877 -1.370
13 H 1.055 2.495 0.979
14 H 2.088 0.290 -0.415

Force components x, y, z for each atom (eV/Å):
C -0.39 0.98 -2.73
N -0.76 3.59 -0.14
C 0.04 1.72 -2.07
N 0.10 0.74 -0.40
C 0.97 -3.71 -1.69
C -0.86 -1.06 -1.25
Cl 0.77 0.22 0.02
H -0.54 -1.07 -0.42
H -0.62 -1.00 2.87
H 1.92 -0.22 0.37
H -1.56 -1.59 1.07
H 1.37 -1.13 1.53
H 0.62 1.95 1.08
H -1.04 0.58 1.75

Charges per atom according to natural (NBO) partitioning, unit e: number 1, C, carries -0.40; number 2, N, carries -0.46; number 3, C, carries -0.08; number 4, N, carries -0.35; number 5, C, carries 0.10; number 6, C, carries -0.07; number 7, Cl, carries -0.15; number 8, H, carries 0.21; number 9, H, carries 0.18; number 10, H, carries 0.21; number 11, H, carries 0.19; number 12, H, carries 0.20; number 13, H, carries 0.20; number 14, H, carries 0.23